Formula: CH6Cl3N2O4P2S3
Source: the OMol25 dataset
Level of theory: the ωB97M-V functional and the def2-TZVPD basis

```
21
Properties=species:S:1:pos:R:3:lowdin_charge:R:1
Cl -0.156 -0.823 4.591 0.51
Cl 0.380 1.512 2.934 0.56
Cl 0.830 -1.162 1.871 0.54
S -3.320 -2.395 -1.971 0.05
S 0.449 1.673 -0.998 0.44
S -2.228 0.562 -0.825 0.40
P 1.616 -0.138 -1.196 0.58
P -1.859 -1.546 -0.935 0.20
O -2.604 1.085 -2.245 -0.44
O 0.209 2.271 -2.406 -0.43
O -3.533 0.734 0.045 -0.45
O 1.379 2.680 -0.220 -0.46
N 3.147 0.299 -1.508 -0.36
N -0.988 1.492 -0.017 -0.41
C 0.877 -0.144 3.321 -1.49
H -1.980 -2.101 0.417 -0.02
H 1.905 -0.118 3.690 0.02
H -0.623 -1.926 -1.569 -0.07
H 1.166 -0.924 -2.323 -0.01
H 1.629 -0.921 0.043 -0.13
H 3.703 -0.111 -0.702 -0.04
```

gap between HOMO and LUMO	0.2958	Ha
energy	-100950.6391	eV
net charge	-1
F_max	8.810	eV/Å
multiplicity	1



Formula: C6H18O2
Source: the OMol25 dataset
Level of theory: the ωB97M-V functional and the def2-TZVPD basis

```
26
Properties=species:S:1:pos:R:3:lowdin_charge:R:1
O -2.627 -0.254 -1.642 -0.05
O -0.019 -1.321 -2.359 -0.07
C 0.723 0.190 0.811 -0.40
C 1.838 0.500 1.811 -0.07
C 1.466 1.763 -1.076 -0.09
C -0.555 -0.291 1.506 -0.23
C -0.789 -1.802 1.445 -0.10
C 0.438 1.499 0.029 -0.23
H 1.206 1.254 -2.000 0.07
H 0.262 2.324 0.722 0.11
H -2.731 -0.975 -1.007 0.05
H 2.028 -0.313 2.516 0.08
H -0.783 -2.148 0.405 0.06
H 1.387 2.835 -1.317 0.07
H -0.510 1.303 -0.469 0.08
H 2.506 1.544 -0.841 0.07
H -0.548 0.046 2.546 0.11
H -0.949 -1.039 -2.224 0.00
H -1.448 0.159 1.052 0.09
H 0.316 -1.375 -1.457 -0.01
H -1.746 -2.088 1.862 0.07
H 1.571 1.419 2.336 0.08
H -2.463 0.509 -1.062 0.04
H 2.782 0.744 1.313 0.07
H 1.061 -0.468 0.012 0.11
H -0.025 -2.385 1.957 0.07
```

gap between HOMO and LUMO	0.4238	Ha
SMILES string	CCC(C)CC.O.O
energy	-10608.9483	eV
net charge	0
relative energy (zero: lowest compared OMol25 entry of this formula, charge and spin)	0.00	kJ/mol
F_max	1.468	eV/Å
multiplicity	1



Formula: C58H130F6N7P
Source: the OMol25 dataset
Level of theory: the ωB97M-V functional and the def2-TZVPD basis

```
202
Properties=species:S:1:pos:R:3:mulliken_spin:R:1
P -1.246 -1.714 -0.410 0.00
F -2.494 -2.497 -1.114 0.00
F 0.041 -1.128 0.291 0.00
F -0.297 -2.210 -1.607 0.00
F -1.639 -0.256 -1.146 0.00
F -2.194 -1.232 0.842 0.00
F -1.032 -2.957 0.468 0.00
N 1.689 5.685 1.003 0.00
N 0.310 -4.154 -5.418 0.00
N 3.440 -0.501 6.382 0.00
N -2.799 3.632 -4.056 0.01
N -1.053 -6.310 1.939 0.00
N 4.063 0.160 -1.700 0.00
N -4.580 1.089 2.518 0.00
C 1.546 -5.240 -7.479 0.00
C 1.152 3.267 0.220 0.00
C -3.888 2.607 -3.568 0.01
C -1.894 -5.834 0.690 0.00
C 3.609 0.358 7.662 0.00
C -3.534 1.136 -3.520 0.00
C -3.467 4.862 -4.677 0.12
C 1.407 -3.675 -4.550 0.00
C 1.954 -4.956 -8.904 0.00
C 3.102 5.498 0.398 0.00
C -1.158 -5.192 -3.645 0.00
C -3.332 -5.702 2.736 0.00
C -3.157 -5.075 1.358 0.00
C 0.651 -4.164 -6.964 0.00
C -1.466 1.567 -4.786 0.00
C 2.618 -0.266 -1.839 0.00
C 2.381 0.177 5.411 0.00
C 1.128 -4.824 1.521 0.00
C 4.870 -0.676 -0.669 0.00
C 1.774 6.413 2.412 0.00
C -2.782 2.196 4.009 0.00
C -4.806 5.370 -3.956 0.13
C 1.023 4.386 1.327 0.00
C 2.900 -1.914 6.760 0.00
C -5.187 0.233 3.672 0.00
C -0.267 -5.491 -4.886 0.00
C -3.052 1.474 2.661 0.00
C 4.277 1.662 -1.324 0.00
C 3.211 0.588 -4.019 0.00
C 1.204 7.907 -0.084 0.00
C 4.419 0.130 -3.230 0.00
C -2.664 0.635 -4.709 0.00
C 2.329 -0.633 4.078 0.00
C -2.119 -6.633 3.056 0.00
C 2.245 7.871 2.237 0.00
C -0.320 -7.621 1.675 0.00
C 4.864 -0.678 5.864 0.00
C 3.196 -2.085 8.208 0.00
C 4.188 -1.064 0.618 0.00
C 5.164 -2.065 1.315 0.00
C -0.872 -3.199 -5.156 0.00
C 1.601 0.223 3.155 0.00
C 1.350 8.647 1.225 0.00
C -1.606 3.207 3.818 0.00
C -1.779 3.053 -5.154 0.02
C 3.527 -0.689 8.735 0.00
C -0.064 -5.250 2.424 0.00
C 0.845 6.422 -0.111 0.00
C -4.624 0.203 1.292 0.00
C -5.164 6.791 -4.416 0.29
C -5.002 -1.198 1.779 0.00
C 2.081 0.416 -3.136 0.00
C 0.120 2.177 0.581 0.00
C 1.886 -3.614 2.109 0.00
C -5.468 2.348 2.394 0.00
C -1.823 -3.920 -4.096 0.00
C -1.835 3.936 -2.874 0.01
C -5.885 -0.971 3.007 0.00
H 4.474 1.013 7.560 0.00
H -2.388 0.611 2.718 0.00
H 3.943 -2.874 8.293 0.00
H -1.454 3.108 -2.276 0.00
H -2.691 5.627 -4.694 -0.01
H 3.167 -1.443 0.591 0.00
H 1.966 1.250 3.182 0.00
H -4.385 -0.050 4.353 0.00
H 0.350 8.610 1.658 0.00
H -2.548 1.580 4.877 0.00
H -4.102 -5.279 0.855 0.00
H -4.132 -1.654 2.251 0.00
H 1.853 -5.632 1.425 0.00
H -5.220 6.979 -5.488 0.10
H 2.832 -0.330 9.495 0.00
H -2.815 2.170 1.857 0.00
H 2.768 1.043 7.765 0.00
H 2.160 -0.096 -0.865 0.00
H -0.862 1.493 -3.882 0.00
H -5.897 -1.902 3.574 0.00
H 4.721 -2.354 2.268 0.00
H -1.399 -2.943 -6.076 0.00
H 1.417 0.330 5.896 0.00
H -0.568 -4.304 2.623 0.00
H -6.123 6.998 -3.942 0.07
H 1.178 5.965 -1.043 0.00
H -0.524 -5.134 -2.761 0.00
H 3.254 1.640 -4.301 0.00
H 6.129 -1.709 1.677 0.00
H 4.120 -0.242 1.331 0.00
H 4.559 -0.950 -3.271 0.00
H 5.131 -1.590 -1.203 0.00
H -2.007 4.114 3.366 0.00
H -4.330 7.462 -4.210 0.10
H 1.977 -2.897 -5.058 0.00
H -3.549 2.911 4.306 0.00
H 4.886 -1.470 5.115 0.00
H 1.767 -0.138 2.141 0.00
H 1.652 9.688 1.110 0.00
H -4.792 2.702 -4.170 0.00
H 3.281 7.922 1.904 0.00
H 2.362 -3.995 3.013 0.00
H -1.016 -8.327 1.222 0.00
H 1.437 3.878 2.198 0.00
H 2.056 8.357 3.195 0.00
H 0.539 0.165 3.392 0.00
H -0.870 1.183 -5.614 0.00
H 3.040 0.150 -5.002 0.00
H 3.557 2.125 -1.999 0.00
H 0.543 -6.196 -4.696 0.00
H 2.173 7.924 -0.584 0.00
H 2.673 -1.335 -2.045 0.00
H -0.702 2.745 3.422 0.00
H -2.079 -3.179 -3.339 0.00
H 0.785 6.362 2.868 0.00
H -3.116 -3.993 1.477 0.00
H -0.782 -5.929 -5.741 0.00
H -0.843 2.675 0.467 0.00
H 4.093 1.855 -0.267 0.00
H -4.245 -6.298 2.759 0.00
H 2.707 -3.367 1.435 0.00
H 4.465 -0.814 9.275 0.00
H 0.325 1.359 -0.110 0.00
H 1.912 -1.632 4.206 0.00
H 2.405 -5.278 -6.808 0.00
H -4.251 2.916 -2.588 0.01
H 1.816 -1.801 6.775 0.00
H -5.173 2.837 1.466 0.00
H -0.029 4.645 1.444 0.00
H 5.125 0.320 5.512 0.00
H 1.053 -6.192 -7.283 0.00
H -2.406 4.559 -2.185 0.00
H 3.314 -0.792 3.640 0.00
H -1.483 3.529 4.852 0.00
H -0.185 6.230 0.191 0.00
H 1.134 -3.388 -3.535 0.00
H 2.671 -5.636 -9.366 0.00
H 0.803 -4.591 0.507 0.00
H 3.070 4.864 -0.488 0.00
H 0.391 -7.318 0.907 0.00
H 0.309 -5.559 3.400 0.00
H -5.387 -1.900 1.039 0.00
H 5.336 0.683 -3.437 0.00
H -6.943 -0.784 2.825 0.00
H 0.373 8.450 -0.534 0.00
H -2.712 -4.086 -4.704 0.00
H -5.493 0.491 0.701 0.00
H 2.986 1.053 5.180 0.00
H 1.300 -0.242 -3.516 0.00
H 2.464 5.737 2.917 0.00
H -2.377 -7.689 2.971 0.00
H -3.795 0.256 0.585 0.00
H 2.182 -4.435 -4.445 0.00
H 0.211 -7.919 2.580 0.00
H 3.686 4.792 0.988 0.00
H -4.435 0.524 -3.533 0.00
H -3.211 0.659 -5.652 0.00
H -3.037 0.738 -2.635 0.00
H 5.515 -0.922 6.703 0.00
H -2.192 3.106 -6.161 0.00
H -5.634 4.705 -4.202 0.05
H 1.286 -2.749 2.388 0.00
H 5.839 -0.207 -0.494 0.00
H -4.673 5.283 -2.878 0.08
H -0.298 -4.235 -7.497 0.00
H 2.251 -2.483 8.578 0.00
H -2.259 -0.351 -4.484 0.00
H -0.797 3.525 -5.194 0.00
H -1.551 -6.527 3.981 0.00
H -3.714 4.445 -5.653 0.01
H 3.559 6.487 0.425 0.00
H -5.927 0.818 4.220 0.00
H 1.610 1.287 -2.679 0.00
H -1.266 -5.251 0.016 0.00
H -6.534 2.136 2.307 0.00
H 0.972 -3.123 -7.010 0.00
H 2.412 -3.967 -8.907 0.00
H 5.254 2.050 -1.611 0.00
H -1.086 4.652 -3.213 0.00
H 3.147 -2.744 6.098 0.00
H -5.384 3.060 3.214 0.00
H -1.938 -5.952 -3.598 0.00
H 1.160 -5.033 -9.646 0.00
H -2.226 -6.639 0.036 0.00
H 0.907 3.712 -0.745 0.00
H -3.583 -4.908 3.439 0.00
H 5.394 -2.935 0.700 0.00
H 2.099 2.746 0.083 0.00
H 0.205 1.872 1.624 0.00
H -0.691 -2.209 -4.738 0.00
```

gap between HOMO and LUMO (spin up / spin down)	0.3380 / 0.0466	Ha
energy	-98199.4781	eV
net charge	+7
F_max	4.718	eV/Å
multiplicity	2



Formula: C8H15N2O2S
Source: the OMol25 dataset
Level of theory: the ωB97M-V functional and the def2-TZVPD basis

```
28
Properties=species:S:1:pos:R:3:lowdin_charge:R:1
S 0.331 -0.489 -2.905 1.12
O -1.570 -1.329 0.565 0.15
O -3.027 0.149 1.599 -0.02
N -1.937 -0.024 -1.728 0.12
N 0.975 1.210 0.596 0.02
C 1.040 0.702 -1.703 -0.35
C -2.692 -0.271 2.916 -0.01
C -2.366 -0.443 0.585 -0.45
C 3.181 0.738 -0.411 -0.03
C -1.200 -0.808 -2.418 -0.42
C -2.685 0.271 -0.732 0.13
C 1.672 0.280 -0.378 -0.57
C 1.580 -1.194 0.089 -0.04
H 1.653 1.160 -2.403 0.05
H -2.840 -1.359 2.748 0.12
H -1.626 -1.623 -2.884 0.09
H 0.311 1.477 -1.505 0.09
H 2.554 -1.611 -0.237 0.09
H -3.405 1.054 -0.651 0.14
H 1.742 1.647 1.218 0.12
H -1.777 0.135 3.291 0.10
H 3.290 1.788 -0.608 0.09
H 0.838 -1.843 -0.354 0.05
H 3.736 0.648 0.434 0.05
H 0.193 0.797 1.183 0.08
H 1.667 -1.223 1.165 0.09
H 3.759 0.284 -1.183 0.09
H -3.397 -0.126 3.712 0.10
```

gap between HOMO and LUMO	0.2770	Ha
energy	-26440.0848	eV
net charge	+1
relative energy (zero: lowest compared OMol25 entry of this formula, charge and spin)	137.07	kJ/mol
F_max	3.494	eV/Å
multiplicity	1



Formula: C2H9N2S2
Source: the OMol25 dataset
Level of theory: the ωB97M-V functional and the def2-TZVPD basis

```
15
Properties=species:S:1:pos:R:3:lowdin_charge:R:1
S -1.031 1.483 1.441 0.78
S 0.034 -0.990 -1.985 0.85
N 1.101 -1.299 0.668 0.06
N 1.189 0.930 -0.228 0.13
C -1.083 0.237 0.155 -0.59
C 0.283 -0.258 -0.350 -0.85
H -0.358 0.237 -2.436 -0.09
H 1.099 0.999 0.778 0.07
H 2.099 0.576 -0.414 0.14
H 1.041 1.832 -0.766 0.21
H 2.019 -1.590 0.303 0.08
H -1.474 0.958 -0.648 0.08
H 0.695 -2.164 1.014 0.08
H -0.538 0.708 2.494 -0.06
H -1.858 -0.599 0.289 0.13
```

gap between HOMO and LUMO	0.3738	Ha
SMILES string	N[C@@]([NH3+])(S)CS
energy	-26862.5267	eV
net charge	+1
relative energy (zero: lowest compared OMol25 entry of this formula, charge and spin)	214.40	kJ/mol
F_max	3.369	eV/Å
multiplicity	1